No. 1
The following is a DFT calculation (ωB97M-V/def2-TZVPD) of a structure of composition C65H58FN8O3PtS3.

For the HOMO-LUMO gap, the calculation gives 4.99 eV. For the relative energy (zero: lowest compared OMol25 entry of this formula, charge and spin), the calculation gives 0.00 kcal/mol. As for the charge: +1. As for the highest occupied orbital energy: -7.630 eV. As for the multiplicity: 1.

```
139
C65H58FN8O3PtS3 | the Open Molecules 2025 dataset | ωB97M-V/def2-TZVPD
Pt -0.25537 -0.16583 -0.45794
S 3.42464 1.59411 -2.18523
S 2.36684 -0.94244 -2.52421
S 0.68310 2.44282 -1.97018
F -4.46989 -4.26662 0.83519
O -0.14936 -1.98204 0.53805
O 2.72078 -0.98440 3.35354
O 1.88018 0.03285 1.52768
N -7.57045 -2.68812 4.43905
N -0.35719 1.61844 -1.37639
N 1.10565 -0.70951 -1.88181
N 3.25423 0.35177 -3.08722
N 2.24361 2.27933 -1.47401
N -5.53095 -3.55519 3.34362
N -1.75580 0.36932 0.82198
N -1.09868 -1.97442 4.51636
C -4.18830 0.72211 1.03865
C -0.73892 2.58253 4.28226
C -1.00213 -0.82751 6.77088
C 0.74296 2.39563 -3.75982
C -6.54443 -3.36890 2.31796
C 0.43302 4.17290 -1.63208
C 4.58057 -2.64221 -2.25217
C 4.58295 1.30334 -0.89016
C 5.07241 4.94559 -3.58314
C 1.25435 4.85688 -0.74938
C 0.25183 1.23686 -4.34090
C -2.15619 0.96294 3.18639
C -0.01126 2.69934 3.10514
C 1.07352 -2.57949 -4.20396
C 5.49667 -3.31110 -1.45500
C -2.44954 -1.09077 6.48343
C 4.56925 2.38501 -4.57052
C 1.72078 -3.10796 -6.45748
C 4.42218 -2.46438 0.53213
C -3.67343 -3.63252 1.72403
C -1.58897 -2.60041 2.26175
C 0.47719 -1.41211 2.77620
C -0.17590 6.77767 -0.97668
C -5.93096 -4.51664 4.34763
C 2.84257 -2.29812 -6.33414
C 3.58851 -1.89318 -1.63235
C -0.37036 -1.95832 1.78272
C 4.24410 2.73016 -3.27119
C 0.82284 2.13758 -6.49414
C 1.25379 3.43987 -4.51849
C -7.88316 -3.11272 3.03438
C -4.16221 -3.37642 3.00976
C -0.36524 1.98461 1.97542
C -3.32768 -0.84549 -0.55200
C 3.48630 -1.80469 -0.25431
C 4.20251 1.41864 0.43327
C -3.05848 0.07998 0.47938
C -1.81411 1.70619 4.30650
C 5.40350 4.61743 -4.89364
C 4.49064 3.99765 -2.75983
C 6.34514 0.52040 1.04923
C -5.47631 0.38757 0.65631
C 0.83777 -3.24861 -5.39610
C -1.99172 -2.49710 3.59939
C 5.09975 1.00283 1.41019
C 3.08840 -1.62525 -5.14688
C -1.39037 -2.00172 5.93066
C 1.82776 -0.71501 2.53094
C 2.19883 -1.77821 -4.09228
C -5.71803 -0.58278 -0.31167
C 5.82611 0.80348 -1.27738
C 6.71391 0.42205 -0.29207
C 0.09235 -1.50471 4.08194
C -2.43119 -3.22623 1.33999
C 5.42077 -3.21731 -0.06947
C -0.99451 6.07694 -1.85355
C 0.31034 1.10453 -5.71967
C -0.69791 4.76429 -2.17906
C -1.45708 1.10608 1.97600
C 1.28157 3.30603 -5.89877
C 0.94037 6.16908 -0.42286
C -3.29682 -2.86114 3.95508
C 5.15698 3.34370 -5.38394
C -4.61811 -1.17272 -0.92497
C -6.99686 -3.83470 5.22956
H -6.57006 -3.40919 6.13581
H 0.38795 -2.64821 -3.36809
H -8.38853 -2.29975 4.90452
H 7.03446 0.19346 1.81706
H -2.97617 0.25694 3.24140
H 4.78625 1.00634 2.44545
H -0.05319 0.19910 -6.18822
H -4.04670 1.52949 1.74139
H -6.30673 0.93627 1.09009
H -0.55500 0.01782 6.26575
H 3.52588 -2.18638 -7.16571
H 7.68271 0.02600 -0.56546
H -8.49582 -4.00887 3.11631
H -0.62099 -1.03651 7.75956
H 0.85363 2.03806 -7.57169
H -0.41486 7.80116 -0.71928
H -7.82073 -4.49437 5.49457
H -1.33803 4.20115 -2.84656
H -6.33364 -5.43285 3.89735
H -5.07669 -4.79763 4.95800
H -2.39625 1.60510 5.21660
H 1.53338 -3.62908 -7.38730
H 6.27256 -3.90700 -1.91795
H 0.21477 2.07587 1.07117
H -6.66662 -4.23096 1.65689
H -3.07983 -1.47346 7.27531
H 5.41368 3.09454 -6.40496
H -0.15360 0.46112 -3.70168
H -0.03904 -3.87426 -5.49683
H -8.46454 -2.32925 2.55416
H -6.84707 -1.96623 4.38214
H 5.27061 5.93880 -3.20346
H -6.26296 -2.51268 1.70376
H 2.70604 -1.20908 0.20838
H -3.65783 -2.67939 4.95794
H -6.72661 -0.81183 -0.63480
H 0.84614 3.36089 3.06408
H 3.20230 1.72207 0.69502
H 4.22355 4.23584 -1.73758
H 1.66562 4.11351 -6.50835
H -1.86934 6.55102 -2.27790
H -0.47398 3.15921 5.15918
H 5.85999 5.36133 -5.53334
H 1.56953 6.71292 0.26932
H 2.11552 4.36554 -0.31900
H 6.07716 0.69449 -2.32559
H 4.34150 1.39436 -4.93673
H 3.95228 -0.98467 -5.04011
H -2.09041 -3.36556 0.32423
H 4.35112 -2.36979 1.60920
H 6.14630 -3.74056 0.54054
H 4.64002 -2.71364 -3.32946
H -2.92815 -0.42739 5.77547
H -1.29327 -2.98806 6.36962
H 1.61399 4.34482 -4.04482
H -4.76557 -1.89266 -1.72198
H 0.77824 -1.16597 4.84581
H -2.48661 -1.28347 -1.07482
```

Results of the Löwdin charge analysis, in e, for atoms 1 through 4: Pt 1.069; S 0.876; S 0.778; S 0.770


No. 2
The following is a DFT calculation (ωB97M-V/def2-TZVPD) of a cluster of 2 separate species, C3H6O2S in total.

For the HOMO-LUMO gap (alpha / beta), the calculation gives 6.59 / 5.79 eV. For the relative energy (zero: lowest compared OMol25 entry of this formula, charge and spin), the calculation gives 1.58 kcal/mol. As for the expectation value of S²: 0.7578. As for the charge: -1. As for the highest occupied orbital energy (alpha / beta): -2.999 / -2.874 eV. As for the multiplicity: 2.

```
12
C3H6O2S | the Open Molecules 2025 dataset | ωB97M-V/def2-TZVPD
S 1.59343 -1.13628 -0.04502
O -2.72408 0.10161 -2.10741
O -2.77635 -1.15191 -0.25631
C -0.76558 -0.01876 -0.79203
C -0.00583 -0.41024 0.39801
C -2.11154 -0.31287 -1.13135
H 0.09089 0.47058 1.04764
H 5.72042 2.13743 2.44604
H -3.56413 -1.37965 -0.76866
H -0.61227 -1.09015 0.99521
H 5.42972 2.22568 1.77035
H -0.27469 0.56455 -1.55647
```

Results of the natural (NBO) charge analysis, in e, for atoms 1 through 4: S -0.589; O -0.656; O -0.713; C -0.168


No. 3
The following is a DFT calculation (ωB97M-V/def2-TZVPD) of a structure of composition C67H71Cl3N11O20V.

For the HOMO-LUMO gap (alpha / beta), the calculation gives 5.57 / 7.00 eV. As for the expectation value of S²: 0.7557. As for the charge: -1. As for the highest occupied orbital energy (alpha / beta): -4.830 / -6.263 eV. As for the multiplicity: 2.

```
173
C67H71Cl3N11O20V | the Open Molecules 2025 dataset | ωB97M-V/def2-TZVPD
V 0.21435 3.50633 -0.98832
Cl -2.88083 -6.00045 -0.64804
Cl -4.65810 -3.89726 -1.69998
Cl -2.12368 -4.61969 -3.06404
O 3.71505 -2.35604 -3.32469
O 1.47319 3.50836 0.35001
O 1.68365 -2.83871 -2.96316
O 1.33844 -1.84739 0.57071
O 0.02875 -5.21236 4.48525
O -5.07578 -0.79400 -8.09059
O -0.78408 5.06676 -0.57414
O -4.58572 -2.36105 -6.78505
O 6.20457 -2.14919 1.15072
O 3.47107 0.82864 -5.49152
O -0.48135 -2.96657 0.31828
O 1.11817 -1.04278 6.98539
O -7.42513 -1.15621 -2.34070
O 0.83989 3.64303 -2.37444
O -1.46841 -6.60985 3.81581
O -7.37018 -1.44964 -4.49486
O 7.29923 -3.94505 1.71729
O -0.89965 1.99789 -0.75484
O 0.08045 -0.69211 5.14995
O 1.72061 0.30759 -4.41133
N 4.36406 1.92708 3.20346
N 2.89073 0.56635 -4.45365
N -1.88446 7.30305 1.02531
N -2.33645 2.56319 1.51405
N -7.03905 -0.86933 -3.44498
N 6.34490 -3.16600 1.77033
N 0.57747 -0.29563 6.18249
N 0.73598 -2.86656 0.36396
N -4.43093 -1.22372 -7.17049
N -1.04472 -5.45016 3.95066
N 2.73364 -3.00507 -3.59848
C -4.64054 2.55417 -3.53509
C -2.87963 1.43060 3.33261
C 3.56770 -4.98601 -0.56481
C 1.50738 -4.47824 -5.02267
C -3.80231 2.48706 3.11564
C -3.89491 -3.53968 2.63472
C 1.46297 -4.08337 0.15641
C 3.16167 -2.85012 3.75417
C 4.02708 -4.33404 -5.21853
C 3.03862 0.39666 -1.97168
C 3.49372 0.98574 3.58999
C -5.80707 0.86034 -2.26832
C 1.46696 2.99902 7.64481
C 2.13741 4.52823 2.48785
C 2.90849 -6.23738 -0.56545
C 1.53042 -5.43371 -6.03799
C 1.31788 1.64374 7.55031
C -1.95648 0.29731 -4.83419
C 0.63459 1.16184 6.41990
C -1.80660 -4.39688 3.31534
C -1.62206 1.38055 -5.64380
C -3.09382 0.74181 -7.27551
C -5.25432 2.09513 -4.69037
C 5.17914 -3.51169 2.66775
C 5.08452 -4.86856 3.18495
C -3.18071 5.06366 -1.13495
C 2.75008 -3.96054 -4.68014
C -2.16750 8.51215 0.42567
C 0.13109 3.38526 5.58410
C -2.12670 -0.08414 -1.18687
C 4.22687 -2.57626 2.92658
C 3.65268 0.66432 -3.15290
C 2.75461 -5.92062 -6.48136
C 5.71528 0.97042 -2.01753
C 3.07310 -4.17661 4.31545
C -3.01093 -4.49264 -1.52636
C -3.15613 8.41910 2.47985
C 0.89411 3.85085 6.62127
C -6.12572 1.02732 -4.66284
C -2.00951 1.51416 2.31774
C -3.35688 -0.42450 -6.56241
C 5.30481 2.17218 4.14406
C -1.79681 5.51564 -1.46924
C 3.72476 0.37665 -0.77112
C 5.04100 0.91169 -3.20558
C -4.96164 1.96771 -2.29727
C 1.02547 4.12091 1.51426
C -2.01107 -1.99899 2.80208
C 5.11519 0.59137 -0.79780
C -2.97680 9.22756 1.25722
C -2.41659 7.25417 2.25217
C -6.32471 0.35806 -3.47499
C -3.51666 3.12891 1.92891
C -2.31424 1.71654 -6.80209
C -0.76180 0.63206 -0.94290
C 4.05779 -5.15681 4.04494
C 3.97932 -5.36134 -6.15254
C 2.83039 -3.88946 -0.20600
C -3.34446 -2.26030 2.43934
C 0.02343 2.01403 5.48179
C 3.87106 0.58470 4.88703
C 4.99839 1.38654 5.25184
C 1.59836 -6.39487 0.01291
C -1.27955 -3.09137 3.22552
C -2.87562 -0.65846 -5.34735
C -3.10871 -4.64001 2.95734
C 0.82991 -5.28623 0.33740
H -3.93005 -1.47985 1.98906
H 5.55824 1.31806 6.10188
H 0.59208 -4.10225 -4.63311
H 1.16081 -7.36255 0.16415
H 1.93026 0.29150 -1.83454
H -1.47544 5.38273 -2.47163
H -4.07984 3.98050 1.44230
H -3.39786 10.21376 1.09506
H -2.51921 -3.74389 -0.86769
H 2.40106 -2.11611 4.03704
H -2.13305 2.58127 -7.45146
H -1.13989 0.91512 2.04909
H -3.02077 0.55243 -1.00300
H 3.79801 -6.16249 4.47585
H 1.98896 3.37083 8.47749
H -0.07001 0.47895 -1.79322
H 1.09097 4.91036 6.70787
H -3.80504 8.60636 3.29572
H 2.60023 0.71965 3.07621
H -3.52553 -5.65173 2.98592
H -3.72681 4.94719 -2.02669
H -3.74577 5.64687 -0.38201
H 4.89876 -3.80281 -4.83374
H 1.90892 5.43573 3.10617
H 5.64226 1.18237 -4.05481
H -4.51717 2.31079 -1.35729
H 4.61238 -4.86942 -0.84077
H 1.71712 0.90988 8.23041
H -4.72545 2.67696 3.60730
H 2.39807 3.73161 3.22230
H -2.93219 0.68787 4.16188
H -1.62052 -1.01305 2.65903
H -0.32531 -2.95543 3.69065
H -0.19845 -5.29848 0.69089
H -2.23199 -1.03298 -0.65197
H -0.82705 2.02084 -5.29042
H 6.23723 2.72089 3.92563
H 3.25062 -2.87274 -0.16345
H -5.98972 0.30357 -1.34828
H 3.46918 -7.14864 -0.90423
H -6.68097 0.67713 -5.53925
H 4.88888 -5.80904 -6.61912
H -3.60627 0.91135 -8.29855
H 2.98777 4.77976 1.87873
H -1.32807 6.56187 0.64421
H 3.21846 -0.04044 0.09858
H -1.26335 0.03984 -3.99041
H -2.62469 6.36088 2.75786
H -4.03400 3.43550 -3.68441
H 4.39913 -1.57592 2.49585
H 5.75114 -5.73380 3.00672
H 0.20255 3.54217 2.02088
H 3.43914 -0.24525 5.39587
H -2.11145 -0.34477 -2.24477
H -4.90025 -3.68841 2.29979
H -3.31694 -1.51783 -4.80019
H -1.77046 8.75441 -0.56302
H 0.66354 5.15387 1.28261
H -1.73233 2.69485 0.65778
H 2.78399 -6.79433 -7.19017
H 5.83815 0.50709 0.02749
H -0.29568 3.98745 4.81525
H -0.31147 0.15070 -0.08396
H -3.09773 4.00967 -0.69759
H 4.19411 2.37716 2.34286
H 6.83574 1.06931 -2.01661
H -1.69435 6.58140 -1.25779
H -5.03262 2.55641 -5.64627
H 0.66190 -6.01007 -6.37849
H 2.21556 -4.39966 4.92141
H -0.47898 1.48621 4.63946
```

Results of the Löwdin charge analysis, in e, for atoms 1 through 4: V 0.878; Cl 0.548; Cl 0.545; Cl 0.522


Computed values of max |F| (unit: eV Å⁻¹) for the preceding records, in sequence: 0.5, 1.0, 4.1.